(1)
7
Properties=species:S:1:pos:R:3 method="wB97M-V/def2-TZVPD" homo_lumo_gap_ev=8.62 lumo_energy_ev=-1.23 smiles="O=C(Cl)NSCl" e_above_lowest_kcal_mol=31.03 mol_weight_g_mol=146.0 e_tot_ha=-1487.22421
O -0.029 -1.531 -0.904
C 0.661 -0.747 -0.329
Cl 2.350 -1.123 0.155
N 0.389 0.447 0.196
S -1.467 1.259 -0.377
Cl -2.738 0.378 0.741
H 0.833 1.316 0.518

(2)
9
Properties=species:S:1:pos:R:3 method="wB97M-V/def2-TZVPD" homo_lumo_gap_ev="9.25 / 5.76" lumo_energy_ev="-0.71 / -5.93" spin_multiplicity=5 mol_weight_g_mol=227.3 s_squared=6.014 e_tot_ha=-2662.75345
V -37.321 -14.344 3.388
F -39.110 -14.272 2.238
F -37.103 -14.591 5.514
F -35.301 -13.765 3.717
C -35.384 -17.595 1.620
Cl -36.622 -16.300 1.567
Cl -35.158 -18.359 3.195
Cl -33.743 -16.895 1.185
H -35.742 -18.438 1.029

(3)
8
Properties=species:S:1:pos:R:3 method="wB97M-V/def2-TZVPD" homo_lumo_gap_ev="7.00 / 8.57" lumo_energy_ev="-2.27 / -0.87" e_above_lowest_kcal_mol=80.47 mol_weight_g_mol=185.3 e_tot_ha=-1935.70119
C 0.275 1.134 1.154
O -1.569 -1.298 -0.581
F 1.353 1.889 1.425
P -0.334 -0.819 -1.188
Cl -0.498 -0.471 -3.207
Cl 0.143 -0.267 2.028
Cl 1.196 -2.025 -0.782
H -0.567 1.856 1.150